15
Properties=species:S:1:pos:R:3:forces:R:3:mulliken_charge:R:1 method="wB97M-V/def2-TZVPD" charge=+1 relative_energy_kcal_mol=103.4 homo_lumo_gap_ev=8.67 homo_ev=-13.59 lumo_ev=-4.9
C 0.145 0.054 0.664 0.6 -1.1 2.8 0.513
C 0.124 -0.217 -0.744 -2.8 -2.1 -1.2 -0.401
C 1.386 0.498 1.489 0.1 2.1 1.3 -1.255
C -1.719 -1.607 -1.563 0.9 0.7 0.1 -0.598
N -0.530 0.989 -0.274 -1.8 1.8 1.4 -0.158
I -3.387 -0.944 -0.546 0.1 0.5 0.0 0.197
H -0.587 -0.400 1.384 0.4 0.0 -1.2 0.237
H 0.922 -0.202 -1.448 0.4 0.2 -0.3 0.313
H 1.041 1.353 2.274 0.7 -2.1 -1.8 0.314
H 2.210 0.968 0.894 -0.8 -0.4 0.2 0.321
H 1.889 -0.306 2.117 -1.1 0.7 -1.0 0.344
H -1.552 -2.614 -1.196 0.8 0.2 0.0 0.329
H -1.849 -1.579 -2.675 0.6 0.5 1.1 0.358
H -1.622 0.989 -0.105 2.1 -0.2 -0.8 0.160
H -0.125 1.943 -0.217 -0.2 -0.7 -0.8 0.325